# 1
# C33H32BrN5O3RuS

A molecular structure, C33H32BrN5O3RuS in a non-equilibrium geometry (ωB97M-V/def2-TZVPD, OMol25).

Values from the calculation:
Gap between HOMO and LUMO (alpha / beta): 6.04 / 6.27 eV
Relative energy (zero: lowest compared OMol25 entry of this formula, charge and spin): 90.62 kcal per mole
2S+1: 2
Total charge: -1

Cartesian coordinates (Å):
C 1.9488 -0.8912 4.6612
Ru 0.5421 -1.0875 -0.0377
O -0.2532 -2.3760 -2.0230
C -3.0313 -2.6120 -4.2521
H -2.7508 5.5997 -4.7882
C 3.4212 -4.5297 -0.6471
N -1.0335 -2.8336 1.1027
O -1.6584 -0.0696 0.5903
H -0.3516 -2.8959 1.8547
H -2.2059 3.9771 -6.5639
H 3.5143 -1.1986 1.2751
C 0.5968 0.9075 -0.9198
C -2.7292 -0.3678 1.1905
H 1.5613 -3.4803 2.4995
H -1.0741 -3.3318 -3.9886
C -0.9162 2.8050 -5.3082
H -3.0285 -3.2166 -5.1560
C 2.7498 -2.9088 5.6251
H 0.5583 2.4050 2.3666
H 2.8276 -0.9972 6.6138
H -3.3543 -1.6028 -4.5146
H 1.4077 -4.0511 -1.1290
Br 6.1380 -5.2367 -0.0289
C 0.1580 2.0007 -1.2835
H 0.5191 5.8426 -1.8448
H -3.5008 -1.4123 2.9396
N 0.5004 1.4397 2.0961
N 1.0285 -0.7768 2.5075
H -0.3268 6.9501 2.1803
H -1.8712 -0.7220 -1.0418
C -0.7406 3.5130 -2.9991
C 0.1185 5.5846 -0.8757
C -0.8276 3.9780 0.6402
H 0.2517 1.7964 -3.8264
C -0.3489 6.2077 1.3947
H 5.5068 -2.5972 1.1835
H 3.2075 -3.4443 6.4467
C 1.7982 -2.9411 3.4038
C 1.5730 -1.5698 3.4794
N -1.6947 -2.5875 -3.7132
H -1.2243 4.6757 2.6132
C 2.3812 -3.5931 4.4722
C -2.3735 -2.7551 1.6710
H 0.2440 1.1791 1.1289
C -0.4108 2.6235 -4.0423
C -2.0895 4.7685 -4.5737
H -2.5561 -3.5675 2.3997
H 3.4038 -5.4730 -1.1756
C 2.2710 -2.4977 0.0827
C 4.5659 -4.1137 0.0005
C -1.7743 3.8649 -5.5799
O -3.8515 0.0283 0.8937
C -0.3533 4.2876 -0.6393
C -1.3418 -2.0443 -2.5002
C -2.5865 -1.3985 2.3439
C 0.9639 0.4664 2.8612
C -0.8331 4.9304 1.6380
H 2.5756 -4.6534 4.3970
C 2.5382 -1.5435 5.7272
H -3.7514 -3.0399 -3.5454
H -1.2253 2.9894 0.8152
C -0.3020 3.2609 -1.6645
C -1.5832 4.6037 -3.3045
C 0.1304 6.5238 0.1331
H -3.1055 -2.8671 0.8626
N -2.1823 -1.2027 -1.9027
C 3.4621 -2.1302 0.7194
C 4.6047 -2.9157 0.6818
C 2.2958 -3.7179 -0.6028
H -0.6503 2.1188 -6.1021
S 1.5821 0.8111 4.5103
H -1.8657 5.2945 -2.5216
H -0.9323 -3.6493 0.5063
H -3.0416 -0.8945 -2.3176
H -1.7252 -1.1552 2.9712
H 0.5110 7.5165 -0.0666

***

# 2
# C33H32Cl2N2OPRuS3

A molecular structure, C33H32Cl2N2OPRuS3 in a non-equilibrium geometry (ωB97M-V/def2-TZVPD, OMol25).

Values from the calculation:
Gap between HOMO and LUMO (alpha / beta): 4.39 / 4.61 eV
2S+1: 1
Total charge: +3

Cartesian coordinates (Å):
C 4.5109 1.5885 -0.6823
C -2.4693 0.5676 2.2908
H -4.2446 -3.7110 -2.0575
H 1.2504 -2.6918 -5.4910
P -1.0381 0.0484 -2.0043
C 1.7041 -3.3351 -3.5003
S -0.0929 -0.8735 2.5135
H -0.1805 -0.8230 -4.7693
Cl 1.5879 4.8389 -1.9625
H 5.4119 -1.3470 0.7575
C 2.6942 3.6292 -1.4956
H -0.4984 2.6751 3.7441
C -1.5425 -0.0733 3.3044
H 0.8429 1.7128 -3.3962
H -2.9726 -0.2051 1.7067
C 4.9733 2.8094 -1.2700
H 4.4360 4.7040 -2.0939
H -2.0343 3.6813 2.1450
C 1.5845 1.0447 3.8310
H 1.0882 -0.9016 4.5913
S 1.3732 2.0906 2.3371
H 0.2785 4.0898 3.0376
C 1.4683 -3.1463 -2.1443
C -2.6250 -0.7698 -1.6867
H -1.1774 0.6356 4.0399
C 0.0493 -1.2564 -2.6817
C 3.1135 1.4077 -0.5434
H 2.3491 -4.1369 -3.8238
C -2.8263 -2.1225 -1.9693
H 0.6389 3.1044 -5.4344
N 0.3101 -1.8811 -0.3542
C 5.3490 0.5654 -0.2073
C 0.6419 -2.1132 -1.7364
H -0.6812 -2.1157 -0.2061
N 2.5903 0.3001 0.0365
C 4.7915 -0.5509 0.3775
H -2.0176 -2.7297 -2.3550
H 0.8504 -2.5060 0.2515
C -4.0858 -2.6732 -1.8078
C -3.6784 0.0049 -1.1910
C -4.9300 -0.5594 -1.0328
C -0.0917 3.0846 2.8226
H -5.7475 0.0406 -0.6691
C -1.4769 2.8316 -5.5965
H -3.5652 2.3594 -5.5396
C -0.2351 2.6446 -5.0005
H -6.1217 -2.3257 -1.2564
C -2.6075 2.2297 -5.0605
H -0.7863 3.7395 0.8819
H 1.9108 -3.8126 -1.4182
C 3.4039 -0.6390 0.4875
C 1.2915 -0.4344 3.6265
S -1.7197 1.6173 0.9820
C 1.0995 -2.5107 -4.4383
C 2.1679 2.4296 -0.9283
H 2.9460 -1.4914 0.9744
H -1.5621 3.4418 -6.4826
H 2.1430 -0.9436 3.1781
H 6.4201 0.6642 -0.2821
C -1.2598 1.2294 -3.3489
H -3.5140 1.0462 -0.9504
C -0.1211 1.8571 -3.8717
C -5.1395 -1.8937 -1.3542
C 4.0658 3.7871 -1.6586
H 2.6276 1.1504 4.1304
H -3.2261 1.1593 2.8042
Cl 6.6394 3.0630 -1.4920
C 0.2845 -1.4630 -4.0349
H -3.3921 0.9653 -3.5243
H 0.9741 1.4763 4.6212
Ru 0.4871 0.3320 -0.1730
C -1.1526 3.1784 1.7445
H -2.0896 -0.8581 3.8347
C -2.5105 1.4371 -3.9317
O 0.9232 2.2568 -0.7159